Computed, not measured: the molecule C4H7NO2, with ωB97M-V/def2-TZVPD.

Bonds (Å) are listed after each position.
Positions of all 14 atoms, in Å:
1 H 2.2083 0.0403 0.5174  N2 1.016
2 N 1.2197 -0.1868 0.5745  H1 1.016, C3 1.268
3 C 0.5372 0.5232 -0.2235  N2 1.268, C4 1.504, O5 1.353
4 C 0.9975 1.6055 -1.1612  C3 1.504, H9 1.095, H10 1.092, H11 1.093
5 O -0.8028 0.3549 -0.3013  C3 1.353, C6 1.421
6 C -1.3734 -0.4922 0.6875  O5 1.421, C7 1.520, H12 1.094, H13 1.095
7 C -0.9075 -1.9384 0.6467  C6 1.520, O8 1.203, H14 1.108
8 O -1.0988 -2.6794 1.5751  C7 1.203
9 H 0.5871 2.5712 -0.8488  C4 1.095
10 H 2.0876 1.6718 -1.1726  C4 1.092
11 H 0.6375 1.4071 -2.1744  C4 1.093
12 H -1.1867 -0.1079 1.6948  C6 1.094
13 H -2.4495 -0.4758 0.4873  C6 1.095
14 H -0.4562 -2.2935 -0.3014  C7 1.108

Its orbital gap is 10.5 eV.